# 1
C34H96N6O16 | ωB97M-V/def2-TZVPD

Element x y z (Å)
C: 4.879 -2.682 -0.102
C: 4.776 -3.378 1.224
C: 3.793 -4.538 1.348
O: 2.470 -4.220 1.100
C: 1.975 -3.157 1.977
N: 6.183 -3.892 1.419
H: 5.797 -2.106 -0.219
H: 4.021 -2.055 -0.345
H: 4.967 -3.507 -0.812
H: 4.613 -2.666 2.038
H: 3.854 -5.036 2.319
H: 4.186 -5.232 0.601
H: 2.380 -3.250 2.988
H: 0.906 -3.332 2.082
H: 2.252 -2.131 1.731
H: 6.331 -4.293 2.336
H: 6.855 -3.145 1.317
C: 0.657 -4.183 6.071
C: -0.431 -3.156 6.550
C: -0.946 -2.387 5.354
O: 0.191 -1.801 4.757
C: -0.139 -0.875 3.788
N: -1.619 -3.871 7.001
H: 1.398 -3.697 5.438
H: 0.358 -5.086 5.535
H: 1.143 -4.626 6.941
H: -0.075 -2.663 7.454
H: -1.714 -1.642 5.576
H: -1.381 -3.114 4.664
H: 0.669 -0.484 3.167
H: -0.449 0.075 4.237
H: -0.959 -1.183 3.137
H: -2.334 -3.162 7.122
H: -2.004 -4.336 6.186
C: -2.090 -4.663 -4.571
C: -2.469 -4.293 -3.127
C: -3.897 -3.748 -3.077
O: -4.081 -2.508 -3.785
C: -3.516 -1.376 -3.103
N: -2.362 -5.458 -2.303
H: -1.082 -5.082 -4.589
H: -2.042 -3.756 -5.175
H: -2.753 -5.415 -4.998
H: -1.868 -3.489 -2.689
H: -4.211 -3.681 -2.032
H: -4.667 -4.429 -3.445
H: -3.167 -1.448 -2.071
H: -4.180 -0.517 -3.198
H: -2.600 -1.132 -3.647
H: -2.700 -5.111 -1.414
H: -1.420 -5.802 -2.180
C: 0.995 7.063 1.963
C: 2.203 6.372 2.607
C: 3.277 5.913 1.631
O: 2.616 4.870 0.974
C: 3.460 4.121 0.104
N: 2.790 7.193 3.658
H: 1.270 7.984 1.442
H: 0.189 7.404 2.611
H: 0.693 6.408 1.145
H: 1.713 5.473 2.991
H: 4.176 5.575 2.154
H: 3.644 6.759 1.044
H: 4.502 3.940 0.375
H: 3.635 4.855 -0.690
H: 2.864 3.336 -0.355
H: 1.967 7.490 4.172
H: 3.222 6.648 4.396
C: -2.069 2.397 -2.890
C: -1.645 3.611 -3.759
C: -2.738 4.078 -4.679
O: -3.261 3.087 -5.556
C: -4.027 3.720 -6.582
N: -1.132 4.631 -2.851
H: -1.292 2.195 -2.152
H: -2.299 1.466 -3.406
H: -2.890 2.665 -2.220
H: -0.863 3.122 -4.341
H: -2.185 4.794 -5.298
H: -3.508 4.727 -4.254
H: -4.899 4.292 -6.261
H: -4.434 2.886 -7.156
H: -3.480 4.306 -7.322
H: -0.644 5.410 -3.270
H: -1.991 4.973 -2.438
C: -1.387 2.492 1.675
C: -1.342 3.887 2.411
C: -1.935 5.003 1.491
O: -2.300 6.081 2.374
C: -2.844 7.231 1.819
N: -2.176 3.738 3.633
H: -0.601 1.774 1.903
H: -1.316 2.611 0.588
H: -2.393 2.074 1.591
H: -0.299 3.939 2.724
H: -2.754 4.545 0.932
H: -1.204 5.346 0.756
H: -2.219 7.859 1.181
H: -3.226 7.804 2.665
H: -3.772 7.080 1.260
H: -3.000 3.289 3.250
H: -2.524 4.660 3.868
C: 0.061 -2.373 -6.833
C: 0.200 -1.942 -5.349
O: 1.062 -0.899 -5.198
O: -0.670 -1.411 -7.646
H: -0.607 -3.236 -6.864
H: 0.997 -2.541 -7.363
H: 0.770 -2.722 -4.835
H: -0.665 -1.637 -4.754
H: 0.993 -0.348 -5.984
H: -1.559 -1.619 -7.343
C: -0.384 -0.122 -1.341
C: 0.855 0.546 -0.709
O: 1.041 0.128 0.611
O: -0.551 -1.441 -0.879
H: -0.301 -0.108 -2.429
H: -1.359 0.280 -1.058
H: 0.636 1.617 -0.665
H: 1.737 0.511 -1.350
H: 1.880 0.396 1.011
H: 0.119 -1.439 -0.182
C: 2.492 2.193 2.756
C: 3.599 2.920 3.371
O: 4.296 2.143 4.437
O: 3.129 1.155 1.953
H: 1.913 2.845 2.104
H: 1.902 1.718 3.542
H: 3.165 3.716 3.978
H: 4.432 3.229 2.742
H: 5.016 1.731 3.953
H: 3.732 0.719 2.562
C: -2.393 -3.548 1.259
C: -3.789 -3.005 1.055
O: -4.657 -3.884 0.350
O: -1.549 -3.750 0.128
H: -2.449 -4.519 1.754
H: -1.787 -2.937 1.933
H: -3.772 -2.052 0.519
H: -4.208 -2.720 2.024
H: -5.421 -3.363 0.087
H: -1.430 -2.956 -0.408
C: 2.302 -4.350 -2.229
C: 0.968 -4.594 -1.590
O: 0.626 -5.952 -1.334
O: 2.378 -4.882 -3.575
H: 3.048 -4.712 -1.518
H: 2.465 -3.274 -2.297
H: 0.275 -4.147 -2.309
H: 0.782 -3.988 -0.704
H: 0.384 -6.006 -0.406
H: 2.222 -5.825 -3.457

Atomic forces in eV per Å
-0.7 -0.5 -0.7
2.2 0.6 1.6
1.4 0.0 -0.4
-1.0 1.7 0.3
0.3 -1.3 0.4
-0.8 -0.6 0.1
-0.1 0.2 0.3
0.0 -0.1 -0.1
-0.1 0.3 -0.5
-0.4 0.3 0.0
0.4 0.1 0.3
-0.6 -0.4 -0.1
0.1 -0.5 0.1
0.0 0.4 -0.4
-0.2 -0.1 -0.9
-0.1 -0.1 0.1
-0.1 0.1 0.0
0.2 0.3 0.8
-0.5 -2.2 -0.9
1.7 0.6 0.0
0.5 0.1 -0.4
-0.6 1.9 -0.5
-0.8 -0.5 0.3
0.1 0.1 0.2
-0.9 0.3 -0.3
0.2 0.3 0.1
0.2 0.8 -0.6
0.0 0.2 0.3
-0.1 -0.1 -0.2
0.5 -1.0 0.0
-0.5 0.0 0.4
0.0 -0.3 -0.2
-0.1 0.1 0.7
0.1 -0.7 0.0
0.8 0.7 0.5
-0.3 -0.1 -1.4
-0.7 -0.1 0.2
0.2 -0.1 1.6
0.6 0.2 -1.3
-1.2 -0.3 0.6
0.1 -0.1 0.1
-0.3 -0.1 -0.2
-0.2 0.2 0.1
0.5 0.3 -0.6
0.3 0.6 0.3
0.4 -0.2 -0.7
-0.6 -0.8 0.2
-0.2 -0.1 0.0
0.1 0.3 -0.1
0.3 -0.7 0.5
0.2 0.2 0.0
1.1 0.8 -1.3
-0.4 0.1 0.6
-0.8 0.4 0.9
1.0 -1.2 -0.2
-0.5 2.3 -1.8
-0.9 0.4 0.7
0.5 0.1 0.0
0.0 -0.8 0.3
-0.6 -0.1 0.3
0.5 -0.4 0.3
-0.1 -0.3 0.3
-0.4 -0.1 -0.7
-0.3 -0.8 1.0
0.1 -0.3 -0.7
0.4 -0.4 0.5
0.0 0.8 0.1
0.6 -0.5 -0.4
-0.1 0.7 1.1
0.0 -2.7 0.8
0.9 1.1 -1.6
-0.3 1.2 0.4
-0.4 -1.5 -0.7
-0.7 -0.3 0.0
0.4 0.0 -0.4
-0.1 0.3 -0.3
-0.5 0.0 -0.3
0.3 0.8 -0.4
-0.1 0.3 -0.4
-0.4 -0.5 0.7
0.2 0.2 0.6
-0.1 0.0 0.0
0.6 0.2 0.4
-0.1 -0.1 -0.4
0.3 0.6 0.5
-0.4 1.1 -1.5
-0.8 -1.8 -0.3
1.2 -0.1 1.1
0.4 -0.9 -0.7
-1.4 0.7 0.1
0.1 0.0 -0.8
-0.3 0.0 0.5
0.8 0.6 -0.2
-0.1 -0.4 1.2
0.0 1.1 -0.2
-0.5 0.3 0.2
0.1 0.0 0.0
0.6 -0.2 0.1
0.5 0.3 0.1
0.0 -0.6 -0.4
-0.3 -0.3 0.5
0.2 0.2 0.3
-1.8 0.4 0.4
0.7 -1.5 -0.3
1.9 2.7 -0.5
0.3 -0.1 0.8
0.7 -0.6 0.1
0.2 -0.1 0.5
-0.8 -0.8 0.1
-0.9 -0.9 -0.7
0.0 0.3 0.1
-0.4 0.7 -0.4
-0.6 0.0 0.0
-0.7 1.8 -0.4
-0.7 -1.3 0.2
1.3 -0.7 0.2
0.1 0.1 0.0
0.4 1.2 -0.1
-0.2 0.3 -0.3
0.1 -0.8 0.1
0.4 0.2 -0.2
-0.1 -0.9 0.5
0.7 -1.3 -0.8
1.2 0.9 3.1
-0.7 -0.1 -1.4
-0.6 0.1 -0.1
-0.1 -0.2 0.0
-0.3 0.2 -0.1
0.2 0.6 -0.4
-0.7 0.4 -0.6
0.3 -0.2 0.5
0.0 -0.3 0.0
0.9 -0.4 -0.1
-0.1 0.9 -0.3
0.4 -0.2 0.3
-0.7 -0.8 -0.1
-0.2 -0.1 -0.1
-0.6 0.5 0.4
0.4 0.1 -0.2
0.0 -0.4 0.3
-0.1 -0.1 -0.1
-0.1 0.4 0.2
0.2 -0.2 0.3
-1.3 1.1 -0.5
0.5 0.1 -0.3
0.1 0.2 1.3
0.5 -0.4 -0.5
-0.1 0.0 -0.2
-0.5 -0.4 -0.2
0.6 -0.1 0.1
0.0 -0.1 0.0
0.0 -0.2 -0.2

As for the SMILES: COC[C@H](C)N.COC[C@H](C)N.COC[C@H](C)N.COC[C@H](C)N.COC[C@H](C)N.COC[C@H](C)N.OCCO.OCCO.OCCO.OCCO.OCCO. Its max |F| is 3.47 eV/A. Its energy relative to the best compared isomer or geometry (same formula, charge and spin) is 4.295 eV. Its HOMO energy is -8.33 eV. The calculation puts the total energy at -78505.891 eV. As for the orbital gap: 8.29 eV.

Here are the Löwdin charges for atoms 1 to 6, given in e:
1 C -0.062
2 C -0.430
3 C -0.232
4 O -0.177
5 C -0.053
6 N 0.023

# 2
C50H41N11O7SSr | ωB97M-V/def2-TZVPD

Element x y z (Å)
Sr: -0.342 -0.482 0.859
C: 4.292 0.539 5.924
C: 3.376 -0.143 6.734
C: 2.259 -0.758 6.189
C: 2.056 -0.660 4.819
C: 1.060 -1.215 3.901
N: 0.134 -2.074 4.317
C: -0.698 -2.718 3.515
C: -1.436 -3.893 3.990
C: -1.456 -4.572 5.197
C: -2.176 -5.755 5.269
C: -2.868 -6.244 4.158
C: -2.839 -5.570 2.945
C: -2.114 -4.391 2.868
C: -1.744 -3.505 1.758
N: -2.081 -3.807 0.505
C: -1.450 -3.326 -0.549
N: -0.406 -2.465 -0.563
C: 0.228 -2.570 -1.747
N: 1.354 -1.987 -2.127
C: 2.084 -1.192 -1.350
N: 1.910 -0.884 -0.055
C: 2.939 -0.115 0.360
N: 3.223 0.264 1.595
C: 2.498 -0.135 2.638
N: 1.353 -0.848 2.635
C: 2.970 0.036 4.009
C: 4.101 0.627 4.554
C: 3.865 0.121 -0.752
C: 5.078 0.783 -0.858
C: 5.756 0.710 -2.066
C: 5.225 0.007 -3.149
C: 4.003 -0.645 -3.048
C: 3.333 -0.588 -1.838
C: -0.489 -3.526 -2.613
C: -0.246 -4.021 -3.881
C: -1.178 -4.890 -4.428
C: -2.302 -5.286 -3.704
C: -2.517 -4.836 -2.410
C: -1.600 -3.949 -1.873
N: -0.933 -2.530 2.195
H: 5.165 0.997 6.376
H: 3.561 -0.200 7.800
H: 1.566 -1.315 6.807
H: -0.905 -4.194 6.050
H: -2.186 -6.324 6.192
H: -3.421 -7.172 4.247
H: -3.346 -5.965 2.074
H: 4.817 1.121 3.908
H: 5.480 1.329 -0.014
H: 6.716 1.202 -2.177
H: 5.781 -0.034 -4.079
H: 3.580 -1.192 -3.882
H: 0.635 -3.719 -4.425
H: -1.039 -5.255 -5.439
H: -3.014 -5.966 -4.159
H: -3.379 -5.159 -1.840
C: -3.746 3.297 1.645
C: -3.701 2.011 2.472
C: -5.059 1.757 3.119
O: -2.695 2.116 3.466
C: -3.350 0.816 1.520
O: -4.205 0.452 0.710
O: -2.191 0.329 1.699
H: -3.998 4.138 2.297
H: -4.496 3.210 0.857
H: -2.772 3.489 1.192
H: -5.424 2.654 3.625
H: -4.980 0.947 3.845
H: -5.763 1.464 2.341
H: -1.985 1.559 3.099
C: 2.182 3.558 4.629
N: 1.595 3.072 3.408
C: 1.874 3.505 2.132
C: 1.072 2.778 1.300
N: 0.309 1.914 2.042
C: 0.645 2.117 3.291
H: 1.878 4.590 4.822
H: 3.269 3.513 4.573
H: 1.851 2.932 5.456
H: 2.611 4.267 1.944
H: 0.960 2.837 0.228
H: 0.221 1.614 4.148
C: 1.284 5.286 -6.900
C: 0.638 3.995 -6.469
C: 1.168 3.243 -5.426
C: 0.566 2.062 -5.022
C: -0.589 1.642 -5.659
C: -1.138 2.377 -6.694
C: -0.521 3.550 -7.099
S: -1.280 0.034 -5.262
O: -2.553 -0.047 -5.932
O: -0.264 -0.904 -5.638
N: -1.547 0.036 -3.663
C: -2.382 1.184 -3.286
C: -2.407 1.490 -1.794
C: -0.956 1.746 -1.344
O: -0.513 2.898 -1.442
O: -0.278 0.721 -0.987
H: 2.321 5.334 -6.571
H: 0.752 6.136 -6.467
H: 1.252 5.393 -7.985
H: 2.065 3.581 -4.919
H: 0.984 1.472 -4.213
H: -2.040 2.008 -7.165
H: -0.945 4.129 -7.912
H: -0.741 -0.106 -3.045
H: -3.384 0.992 -3.670
H: -1.993 2.080 -3.787
H: -2.837 0.677 -1.209
H: -2.999 2.393 -1.662

Atomic forces in eV per Å
0.8 -0.6 1.2
0.0 0.1 -0.1
0.0 0.0 0.1
0.0 0.0 0.1
0.1 0.1 -0.2
0.2 0.0 0.1
-0.2 -0.1 -0.1
0.1 0.0 0.3
-0.2 -0.1 -0.3
0.0 0.0 0.1
0.0 0.0 0.1
0.0 0.0 0.0
-0.1 -0.1 -0.1
0.1 0.1 0.3
0.2 0.0 0.2
-0.3 0.1 -0.2
0.2 -0.4 0.2
0.1 -0.6 -0.4
0.2 0.0 0.0
-0.2 0.0 -0.2
0.2 -0.1 0.2
0.5 -0.3 -0.5
0.4 0.0 0.2
-0.1 0.0 -0.2
0.1 -0.2 0.3
0.5 -0.3 0.5
-0.2 -0.2 0.1
0.1 0.0 0.0
-0.1 -0.1 -0.3
0.0 0.0 0.0
0.0 0.1 0.0
0.0 0.0 -0.1
-0.1 -0.1 -0.1
0.1 0.2 0.1
-0.3 0.0 0.2
0.0 0.1 0.0
0.1 0.0 -0.1
-0.1 -0.1 0.0
-0.1 0.0 0.1
0.2 0.1 -0.3
0.0 -0.5 0.1
0.0 0.0 0.0
0.0 0.0 0.0
0.0 0.0 0.0
0.0 0.0 0.0
0.0 0.0 0.0
0.0 0.0 0.0
0.0 0.0 0.0
0.0 0.0 0.0
0.0 0.0 0.0
0.0 0.0 0.0
0.0 0.0 0.0
0.0 0.0 0.0
0.0 0.1 -0.1
0.0 0.0 0.0
0.0 0.0 0.0
0.0 0.0 0.0
0.1 -0.1 0.0
-0.1 -0.1 -0.2
0.1 -0.1 0.0
-0.1 0.1 0.1
-0.5 0.2 0.4
0.1 0.0 0.0
-2.1 0.7 0.6
0.0 0.0 0.0
0.0 0.0 0.0
0.0 0.0 0.0
0.0 0.0 0.0
0.0 0.0 0.0
0.0 0.0 0.0
0.1 0.0 0.0
0.0 0.1 0.1
-0.1 0.0 -0.1
0.0 0.0 -0.1
0.1 0.3 0.1
0.1 0.1 0.0
-0.1 0.2 0.0
0.0 0.0 0.0
0.0 -0.1 0.0
0.0 0.0 0.0
0.0 0.0 0.0
0.0 0.0 0.0
0.1 0.0 0.0
-0.1 0.0 0.1
0.0 0.0 -0.1
0.0 0.0 0.0
0.0 0.0 0.1
0.0 -0.3 -0.1
-0.1 0.0 0.0
0.0 0.0 0.1
0.2 0.0 -0.6
0.0 0.2 0.2
0.2 -0.3 0.5
0.2 0.0 0.0
-0.5 0.4 0.1
0.6 -0.5 0.1
0.1 0.4 -0.3
0.0 0.0 0.0
-0.4 1.3 -2.0
0.0 0.0 0.0
0.0 0.0 0.0
0.0 0.0 0.0
0.0 0.0 0.0
0.0 0.1 0.0
0.0 0.1 0.0
0.0 0.0 0.0
0.0 -0.1 -0.2
0.0 0.0 0.1
-0.2 0.0 0.1
-0.1 0.0 -0.1
0.0 0.0 0.1

Its max |F| is 2.45 eV/A. Its energy relative to the best compared isomer or geometry (same formula, charge and spin) is 0.893 eV. Its HOMO energy (alpha / beta) is -1.43 / -1.43 eV. The calculation puts the total energy at -94919.247 eV. As for the charge: -2. As for the orbital gap (alpha / beta): 4.97 / 4.96 eV.

Here are the Löwdin charges for atoms 1 to 6, given in e:
1 Sr 1.506
2 C -0.119
3 C -0.116
4 C -0.032
5 C -0.114
6 C -0.303

The lowest max |F| belongs to which entry?
C50H41N11O7SSr

Which of these has the lowest energy relative to the best compared isomer or geometry (same formula, charge and spin)?
C50H41N11O7SSr

Which of these has the highest energy relative to the best compared isomer or geometry (same formula, charge and spin)?
C34H96N6O16

Look up the energy relative to the best compared isomer or geometry (same formula, charge and spin) of the second one.
0.893 eV